(1)
ORCA calculation (ωB97M-V/def2-TZVPD) on a structure of composition C12H22ClN4.

XYZ file:
```
39
Properties=species:S:1:pos:R:3:forces:R:3:nbo_charge:R:1
C -34.2472 5.9455 -18.1314 -0.004 -0.600 1.218 -0.601
C -34.9469 5.3426 -16.8944 -0.663 2.621 -0.558 -0.222
N -35.9036 4.3390 -17.1997 -0.458 -4.022 -1.519 -0.311
C -37.3111 4.3180 -17.0564 0.924 0.309 0.036 -0.029
C -37.7956 3.1036 -17.4349 3.212 -0.702 -0.104 -0.055
N -36.6345 2.3520 -17.7808 -0.037 2.137 -1.403 -0.263
C -35.4939 3.1054 -17.7474 -4.357 1.011 1.733 0.221
C -36.7716 1.0067 -18.3181 0.267 4.751 -1.714 -0.465
H -33.5437 6.6160 -17.6379 0.369 0.124 -0.684 0.231
H -34.9499 6.5289 -18.7264 0.148 -0.259 -0.149 0.224
H -33.7460 5.1522 -18.6860 0.160 0.392 -0.265 0.207
H -35.5786 6.1765 -16.5883 0.260 0.066 0.806 0.217
H -34.2346 5.1001 -16.1058 -0.281 -0.408 -0.055 0.225
H -37.8332 5.2035 -16.7252 0.125 -0.099 0.066 0.246
H -38.7135 2.5480 -17.5582 -0.199 0.701 0.320 0.257
H -34.5056 2.8224 -18.0784 -0.150 -0.024 0.225 0.251
H -36.7709 0.2200 -17.5636 -1.169 3.634 1.086 0.236
H -35.8905 0.8561 -18.9420 0.050 0.044 0.355 0.206
H -37.5963 0.8865 -19.0207 -0.393 0.457 0.349 0.212
C -40.4162 -6.7152 -17.0474 0.694 -0.055 0.429 -0.624
C -39.1458 -6.1594 -16.2557 -1.484 -2.582 -0.234 -0.218
N -38.4925 -5.1235 -16.9538 2.520 1.997 -4.547 -0.297
C -37.9989 -3.9919 -16.4113 -0.553 2.315 -0.602 -0.072
C -37.5667 -3.0746 -17.4045 -2.424 -6.961 2.671 -0.035
N -37.4716 -3.8390 -18.5813 -3.115 -1.940 3.652 -0.298
C -38.1041 -5.0250 -18.2990 -0.090 -0.339 0.725 0.204
C -37.0056 -3.4826 -19.8641 1.123 1.520 -1.624 -0.434
H -41.2327 -6.0135 -17.2178 0.395 0.478 0.194 0.227
H -40.9001 -7.5656 -16.5668 0.379 0.037 0.468 0.238
H -40.1364 -7.1117 -18.0234 0.295 0.190 -0.040 0.213
H -38.3987 -6.9385 -16.1039 -0.237 -0.489 -0.250 0.218
H -39.3618 -5.8715 -15.2268 -0.337 0.573 -0.305 0.231
H -38.1318 -3.8856 -15.3448 0.039 0.544 -0.112 0.223
H -37.1637 -2.0782 -17.2988 -2.157 -2.076 1.628 0.205
H -38.1885 -5.8004 -19.0460 -0.211 -0.043 0.228 0.223
H -36.7536 -4.3290 -20.5030 -0.168 -0.105 0.365 0.225
H -36.1389 -2.8324 -19.7449 0.367 -0.507 0.179 0.257
H -37.6387 -2.7873 -20.4151 -0.724 -0.378 0.160 0.224
Cl -36.3475 -1.1287 -17.8661 7.884 -2.310 -2.728 -0.496
```
Positions in Å, forces in eV/Å.

Results
Energy, Ha: -1149.18247
Gap between HOMO and LUMO, eV: 7.11
Net charge: +1
HOMO level, eV: -9.2
Energy above the lowest of the compared OMol25 structures with the same formula, charge and spin, kcal per mole: 167.1


(2)
ORCA calculation (ωB97M-V/def2-TZVPD) on a structure of composition CH5S3.

XYZ file:
```
9
Properties=species:S:1:pos:R:3:forces:R:3:nbo_charge:R:1
S 1.3602 -0.6961 -1.5988 -0.790 -0.398 0.369 -0.215
S -0.4505 -1.2554 -0.6104 1.025 -0.093 -0.858 -0.379
H 0.8587 -0.4230 -2.8156 -0.014 0.003 0.065 0.101
H -0.6560 0.1337 -0.0763 -0.180 0.391 0.541 0.169
C -0.2805 0.6841 2.4239 0.301 0.148 0.311 -0.743
S -0.8197 1.5872 0.9634 -0.235 0.177 -0.596 -0.492
H -0.6045 -0.3633 2.4370 0.038 0.131 -0.098 0.188
H 0.8182 0.7168 2.5019 -0.324 -0.124 0.135 0.183
H -0.7161 1.1968 3.2868 0.179 -0.235 0.130 0.188
```
Positions in Å, forces in eV/Å.

Results
Energy, Ha: -1235.68897
Gap between HOMO and LUMO, eV: 6.35
Net charge: -1
HOMO level, eV: -3.0
Energy above the lowest of the compared OMol25 structures with the same formula, charge and spin, kcal per mole: 11.4


(3)
ORCA calculation (ωB97M-V/def2-TZVPD) on a structure of composition CH4O2Pm.

XYZ file:
```
8
Properties=species:S:1:pos:R:3:forces:R:3:mulliken_spin:R:1
H 3.4633 -0.4081 -1.2090 -0.205 0.109 0.214 -0.302
O 0.3100 0.9015 -0.7413 1.413 -0.213 0.701 0.472
Pm 2.6005 0.6466 0.2038 -0.652 0.118 -0.693 4.318
O -0.8850 0.4448 -0.7526 -0.404 0.187 -0.516 0.477
C -1.2907 -0.2729 0.4307 -0.135 -0.256 0.528 0.003
H -2.2899 -0.6489 0.2001 0.192 0.058 0.034 0.002
H -0.5872 -1.0985 0.5999 -0.186 0.123 -0.067 0.013
H -1.3209 0.4355 1.2685 -0.022 -0.127 -0.201 0.017
```
Positions in Å, forces in eV/Å.

Results
Spin multiplicity: 6
Energy, Ha: -798.40888
Gap between HOMO and LUMO (spin up / spin down), eV: 7.84 / 9.33
Net charge: +2
HOMO level (spin up / spin down), eV: -20.1 / -20.4


(4)
ORCA calculation (ωB97M-V/def2-TZVPD) on a structure of composition C27H41N4Pt.

XYZ file:
```
73
Properties=species:S:1:pos:R:3:forces:R:3:mulliken_spin:R:1
C 1.2022 -1.4290 0.2930 -1.187 -1.024 -0.679 0.433
C 1.8505 -1.0419 -0.9478 0.047 0.466 0.844 0.268
C 1.0126 -1.3381 -2.0366 -0.095 0.059 -0.763 0.248
C -0.1260 -2.0306 -1.5956 -0.521 -0.398 1.034 0.354
C -0.1236 -2.0895 -0.1380 1.992 -0.494 -0.991 0.171
Pt -0.4958 -0.2871 0.8029 1.264 1.028 -0.441 0.888
C -3.5728 1.2635 -1.2401 6.471 1.964 -1.290 0.442
C -3.0148 1.0372 0.0196 -0.026 -2.529 0.274 -0.224
H -2.8680 1.8461 0.7524 -0.574 -0.242 -0.364 -0.021
C -2.4983 -0.3366 0.4907 -3.353 0.718 -0.967 0.325
H -2.7948 -1.1598 -0.2003 0.096 0.730 0.425 0.007
H -2.8736 -0.6121 1.5154 0.468 0.309 -0.595 0.001
C -3.2893 2.8307 -1.6702 -0.228 -0.671 0.122 -0.012
H -2.5784 3.3773 -0.9844 -0.748 -0.858 -0.425 0.013
H -2.8470 2.9528 -2.7074 -0.764 -0.470 1.186 0.003
H -4.2265 3.3566 -1.6293 -0.345 0.515 -0.202 0.004
C -2.8254 0.3558 -2.4012 -0.236 0.416 0.699 -0.023
H -1.8534 -0.1189 -2.0687 -1.098 0.710 0.093 0.022
H -3.4641 -0.4524 -2.6833 -0.428 -0.620 -0.480 0.003
H -2.5542 0.9389 -3.3250 -0.703 -0.346 1.049 0.001
C 3.2417 -0.5588 -1.0311 0.400 0.209 0.053 0.035
H 3.5358 -0.0814 -0.0906 0.054 -0.113 -0.120 0.001
H 3.9448 -1.3867 -1.2256 -0.166 0.172 0.066 0.032
H 3.3725 0.1843 -1.8215 -0.020 -0.202 -0.004 0.001
C 1.3458 -1.0595 -3.4664 -0.106 0.083 0.027 -0.005
H 1.8607 -0.0978 -3.5642 -0.006 -0.159 0.045 0.009
H 1.9987 -1.8369 -3.8926 -0.134 0.140 0.160 0.020
H 0.4364 -1.0166 -4.0749 0.184 -0.055 0.084 -0.001
C -1.0869 -2.7852 -2.4295 -0.414 0.027 -0.347 0.006
H -1.1812 -2.3533 -3.4310 -0.045 -0.103 0.135 0.000
H -0.7827 -3.8375 -2.5590 -0.004 0.258 0.105 0.022
H -2.0807 -2.7948 -1.9648 0.139 -0.024 -0.141 0.007
C -0.7223 -3.2131 0.6378 -0.482 0.269 0.059 0.001
H -1.7679 -3.3432 0.3437 0.093 -0.184 0.060 0.005
H -0.1846 -4.1535 0.4769 -0.039 0.072 0.034 0.013
H -0.7070 -2.9539 1.6999 -0.009 -0.325 -0.029 -0.003
C 1.9635 -1.9104 1.4754 0.319 0.009 0.276 -0.062
H 1.2735 -2.1460 2.2908 0.305 -0.117 -0.076 -0.004
H 2.5489 -2.8079 1.2323 -0.050 0.116 0.080 0.022
H 2.6539 -1.1322 1.8214 -0.004 -0.309 0.009 0.010
C 1.9287 2.4268 -1.2506 -3.652 -0.507 -2.224 0.856
C 0.6623 2.2437 -1.9731 2.024 0.871 -0.335 0.040
C 3.0470 2.8495 -1.9063 -2.164 -0.246 -0.978 -0.103
C 0.5914 2.5691 -3.3278 -0.482 -0.222 0.177 0.058
H -0.3557 1.9998 -1.8519 -0.826 -0.879 2.611 0.041
C 2.8917 3.1539 -3.2982 -0.578 -0.345 1.114 0.063
H 3.9011 2.8982 -1.3039 1.691 0.424 0.072 0.017
C 1.6902 3.0411 -3.9887 1.035 0.232 -0.390 -0.039
H -0.3859 2.4372 -3.8546 0.952 0.172 0.515 0.006
H 3.7319 3.4875 -3.8148 1.379 0.559 -0.782 0.008
H 1.5792 3.3014 -5.0437 0.469 0.006 0.318 0.002
C -0.0213 2.5276 2.0554 -0.099 0.128 1.159 0.007
N -0.1644 1.0443 2.4101 0.377 0.924 0.593 -0.095
C -1.3408 0.8793 3.3499 0.207 0.671 0.807 0.012
N -1.1826 1.6876 4.5692 0.408 -0.190 -0.668 0.004
C -1.0443 3.1070 4.1764 0.151 -0.206 -0.089 0.003
N 0.1197 3.3384 3.2879 -0.003 -0.786 -0.160 0.011
C 1.3252 2.8937 4.0254 -0.270 -0.167 -0.124 0.007
N 1.2455 1.4665 4.3967 -0.441 -0.036 -0.401 0.006
C 1.0864 0.6602 3.1835 -0.145 0.643 0.717 0.015
C 0.0577 1.2712 5.2571 0.033 0.218 -0.351 -0.002
H -0.9226 2.8627 1.5243 0.258 -0.251 0.037 0.012
H 0.8706 2.6565 1.4218 -0.360 -0.149 0.169 0.054
H -1.4070 -0.1788 3.6391 -0.014 0.228 -0.198 0.010
H -2.2623 1.2024 2.8466 0.325 -0.187 -0.014 -0.004
H -0.8963 3.6863 5.0972 -0.135 -0.001 -0.321 0.000
H -1.9636 3.4258 3.6674 0.215 -0.012 0.148 0.000
H 2.2100 3.0531 3.3953 -0.163 0.014 0.204 -0.001
H 1.3995 3.4765 4.9531 0.109 -0.053 -0.328 0.000
H 0.9968 -0.3892 3.4897 0.048 0.255 -0.255 -0.006
H 1.9638 0.8256 2.5418 -0.371 -0.163 0.053 0.007
H 0.1782 1.8911 6.1536 -0.035 -0.271 -0.115 0.000
H -0.0173 0.2085 5.5264 0.012 0.297 0.033 0.000
```
Positions in Å, forces in eV/Å.

Results
Spin multiplicity: 5
Energy, Ha: -1391.17497
Gap between HOMO and LUMO (spin up / spin down), eV: 7.56 / 5.80
Net charge: +1
HOMO level (spin up / spin down), eV: -9.5 / -11.5
Energy above the lowest of the compared OMol25 structures with the same formula, charge and spin, kcal per mole: 0.0